(1)
Here is 4 unconnected molecules or ions with the total composition C27H65BO7P at a distorted geometry from the Open Molecules 2025 dataset. Energies are from ωB97M-V/def2-TZVPD.

Last column: Löwdin charge in e.
Cartesian coordinates (Å):
H (0.590, 5.726, -2.058)  0.052
C (6.241, -7.764, 2.659)  -0.110
C (-1.148, 2.126, -2.126)  -0.330
O (6.980, -8.330, 3.736)  -0.189
H (2.004, 2.949, -1.769)  0.056
H (4.037, -7.632, -0.280)  0.089
C (1.456, 1.318, 2.841)  -0.199
C (0.268, 1.461, 1.904)  -0.196
H (4.768, -6.601, -1.529)  0.089
H (4.955, -3.011, 1.505)  0.125
H (-6.571, 6.333, -3.054)  0.114
H (-4.053, -0.406, -3.431)  0.093
C (4.109, -8.898, 5.079)  -0.112
C (7.052, -7.464, 4.859)  -0.204
C (4.323, -6.609, -0.528)  -0.098
C (-3.303, 7.315, -3.272)  -0.237
C (2.426, -0.837, 2.819)  -0.120
H (-0.588, 1.942, -3.073)  0.012
H (-0.719, 1.477, -1.318)  0.013
C (-4.068, -0.767, -2.371)  -0.126
H (-2.497, 4.607, -5.337)  0.031
H (-0.758, 5.085, -4.934)  0.037
H (2.393, 1.529, 2.316)  0.124
H (-7.535, 5.131, -1.281)  0.103
H (-1.169, 6.813, -3.452)  0.074
O (4.715, -7.684, 5.493)  -0.193
C (5.475, -4.767, 0.401)  -0.191
H (-4.765, 2.676, -2.958)  0.101
C (-1.648, 4.480, -4.615)  -0.154
H (-0.066, -1.287, 0.157)  0.090
O (0.391, 0.599, 0.780)  -0.206
H (2.498, 4.351, -2.754)  0.049
C (6.055, -7.864, 5.934)  -0.203
H (5.191, -4.352, -0.570)  0.128
C (-4.137, 7.868, -2.073)  -0.216
H (-5.975, 7.443, -0.996)  0.102
H (4.767, -9.481, 4.431)  0.084
H (3.204, -8.649, 4.523)  0.087
C (-5.133, 6.839, -1.429)  -0.206
H (-0.672, 1.282, 2.434)  0.127
H (-1.736, 6.708, -1.769)  0.068
H (0.243, 2.485, 1.518)  0.122
H (-2.212, 1.833, -2.293)  0.012
H (5.304, -7.317, 2.996)  0.071
O (5.278, -6.176, 0.428)  -0.227
H (-0.296, -1.027, 1.897)  0.081
C (-2.037, 6.470, -2.825)  -0.242
C (-0.399, -0.571, 0.909)  -0.108
P (-1.177, 3.964, -1.681)  0.880
H (-4.671, 6.334, -0.549)  0.108
H (3.329, -6.135, 2.133)  0.071
H (1.743, -5.417, 1.803)  0.092
H (-7.003, 3.611, -3.414)  0.108
O (-3.562, 0.281, -1.561)  -0.232
H (6.012, -8.561, 1.952)  0.093
C (-5.792, 5.838, -2.425)  -0.210
H (1.133, 3.304, -3.326)  0.042
O (1.494, 0.028, 3.446)  -0.195
C (-4.969, 2.197, -0.844)  -0.169
H (-5.074, 5.330, -3.098)  0.071
H (-7.720, 2.957, -1.934)  0.098
H (-3.317, 4.434, -2.990)  0.032
H (3.445, -0.570, 3.120)  0.085
H (-4.648, 8.828, -2.330)  0.092
H (8.065, -7.553, 5.266)  0.123
H (-3.886, 6.755, -4.031)  0.091
H (-2.893, 8.213, -3.806)  0.091
C (1.611, 3.753, -2.434)  -0.186
B (-2.197, 4.853, -3.105)  -0.835
H (-5.118, -1.057, -2.156)  0.079
C (-5.593, 2.382, -2.271)  -0.197
H (-5.325, 0.034, -0.366)  0.113
C (4.718, -4.079, 1.526)  -0.197
H (-5.957, 4.622, -0.625)  0.088
C (-6.527, 4.736, -1.569)  -0.219
H (6.195, -7.213, 6.803)  0.123
H (-1.451, -0.330, 0.724)  0.079
H (5.024, -4.472, 2.501)  0.122
H (6.844, -7.008, 2.151)  0.084
H (6.902, -6.422, 4.559)  0.124
H (-1.313, 3.409, -4.681)  0.020
H (1.353, 2.047, 3.651)  0.122
C (-6.775, 3.399, -2.339)  -0.211
H (6.224, -8.896, 6.257)  0.124
C (0.586, 4.693, -1.659)  -0.427
O (3.313, -4.197, 1.353)  -0.193
H (-5.934, 1.379, -2.637)  0.100
C (2.748, -5.210, 2.170)  -0.104
H (3.831, -9.495, 5.954)  0.087
H (-3.400, 8.134, -1.275)  0.097
H (-4.118, 2.912, -0.757)  0.098
H (3.426, -5.986, -0.523)  0.086
H (2.219, -1.855, 3.151)  0.081
H (0.915, 4.645, -0.593)  0.031
H (-3.900, 0.795, 0.387)  0.112
H (2.344, -0.804, 1.731)  0.086
H (2.680, -4.862, 3.206)  0.090
H (-3.434, -1.681, -2.315)  0.082
H (6.547, -4.592, 0.540)  0.124
C (-4.481, 0.727, -0.570)  -0.232
H (-5.705, 2.444, -0.046)  0.108

For the LUMO energy, the calculation gives 1.9 eV. For the max |F|, the calculation gives 0.0429 Eh/bohr. Its HOMO energy is -2.9 eV. The HOMO-LUMO gap is 0.1745 Ha. As for the charge: -1. Its electronic energy is -53346.4778 eV. For the energy above the lowest of the compared OMol25 structures with the same formula, charge and spin, the calculation gives 22.22 kcal/mol.

---

(2)
Here is 7 unconnected molecules or ions with the total composition C10H34N6O7 at a distorted geometry from the Open Molecules 2025 dataset. Energies are from ωB97M-V/def2-TZVPD.

Last column: Löwdin charge in e.
Cartesian coordinates (Å):
H (0.352, 1.068, 1.385)  0.022
H (-2.985, -2.543, -1.313)  0.057
H (0.998, -2.732, -4.164)  0.098
N (0.184, 2.121, 1.348)  0.131
H (2.028, 1.376, 3.106)  0.092
N (-0.860, -0.971, -0.494)  0.168
H (0.096, 1.262, -2.390)  0.132
C (-0.870, -0.800, 0.799)  -0.613
O (0.732, -0.899, -3.279)  -0.142
H (-2.131, -1.038, -2.915)  0.070
H (2.072, 0.203, 5.983)  0.113
H (-1.879, 2.309, 3.765)  0.187
N (-0.772, 1.423, -1.804)  0.136
H (-4.530, -2.576, -2.092)  0.089
O (-0.760, 4.102, 2.318)  -0.156
H (0.305, -0.535, 2.336)  0.128
H (-2.880, 2.062, -4.020)  0.117
H (2.336, 0.937, 0.279)  0.112
C (1.170, -2.221, -3.210)  -0.167
O (-1.978, -0.818, 1.540)  -0.048
H (0.472, 2.485, 0.367)  0.142
H (2.608, -0.968, 2.207)  0.081
H (-0.834, 0.896, -0.914)  0.074
C (2.582, 0.382, 4.960)  -0.085
H (-2.563, -2.516, -3.713)  0.105
C (2.930, 0.003, 0.166)  -0.341
N (0.318, -0.483, 1.284)  0.115
H (-3.298, -0.749, -4.698)  0.051
C (3.402, -0.701, 1.460)  -0.053
H (-1.191, 2.022, -4.116)  0.114
H (3.385, 1.086, 4.986)  0.061
H (4.081, -1.488, 1.084)  0.090
C (-2.925, -1.682, -3.191)  -0.345
H (2.201, -2.136, -3.141)  0.047
C (1.588, 1.138, 4.100)  -0.383
H (2.944, -1.407, -1.102)  0.099
H (2.933, -0.570, 4.625)  0.051
H (-0.284, 0.826, 3.755)  0.041
H (4.048, -0.040, 2.015)  0.070
O (2.291, -0.923, -0.607)  -0.095
H (1.443, 2.199, 4.439)  0.141
H (0.082, -1.095, -1.049)  0.137
H (1.105, -0.571, -4.126)  0.113
O (-3.138, 1.394, -1.497)  -0.134
N (-2.011, 2.084, -3.499)  0.150
H (-3.850, -1.209, -1.326)  0.056
C (-0.739, 2.708, 2.112)  -0.565
O (-3.834, -1.028, -3.998)  -0.023
C (-3.638, -2.010, -1.942)  -0.072
H (-1.727, -1.338, -0.896)  0.080
C (-1.963, 1.651, -2.257)  -0.601
N (-1.449, 1.893, 2.866)  0.141
O (0.511, 0.314, 3.979)  -0.101
H (0.903, -2.834, -2.380)  0.084
H (3.789, 0.461, -0.324)  0.121
H (1.151, -0.723, 0.750)  0.058
H (-1.927, 1.193, 2.427)  0.049

For the LUMO energy, the calculation gives -0.5 eV. For the max |F|, the calculation gives 0.1860 Eh/bohr. Its HOMO energy is -8.4 eV. The HOMO-LUMO gap is 0.2906 Ha. Its structure (SMILES) is NC(N)=O.NC(N)=O.NC(N)=O.CCO.CCO.CCO.CO. Its electronic energy is -34190.8692 eV. For the energy above the lowest of the compared OMol25 structures with the same formula, charge and spin, the calculation gives 27.63 kcal/mol.

---

(3)
Here is a gas-phase ion, CHN2O3P (charge -2) at a distorted geometry from the Open Molecules 2025 dataset. Energies are from ωB97M-V/def2-TZVPD.

Last column: Löwdin charge in e.
Cartesian coordinates (Å):
N (-1.668, -0.655, 0.186)  -0.310
O (2.215, -0.607, 0.502)  -0.516
N (-2.535, -0.903, 0.988)  -0.006
P (1.132, 0.413, 0.163)  0.019
H (-0.713, -0.319, -1.603)  0.052
O (0.623, 1.234, 1.316)  -0.500
O (1.525, 1.249, -1.079)  -0.542
C (-0.579, -0.411, -0.474)  -0.196

For the LUMO energy, the calculation gives 7.6 eV. For the max |F|, the calculation gives 0.0900 Eh/bohr. Its HOMO energy is 0.7 eV. The HOMO-LUMO gap is 0.2542 Ha. As for the charge: -2. Its electronic energy is -19463.8735 eV. For the energy above the lowest of the compared OMol25 structures with the same formula, charge and spin, the calculation gives 64.50 kcal/mol.

---

(4)
Here is a molecular structure, CH2AgLiO3 at a distorted geometry from the Open Molecules 2025 dataset. Energies are from ωB97M-V/def2-TZVPD.

Last column: Löwdin charge in e.
Cartesian coordinates (Å):
H (-4.065, -1.655, -0.370)  -0.174
C (0.692, 0.704, 0.185)  -0.818
O (1.253, -0.385, 0.473)  -0.169
Li (1.146, -1.771, -0.760)  0.777
H (2.268, 1.750, 0.218)  0.115
Ag (-1.994, -1.040, -0.204)  0.278
O (-0.522, 0.836, -0.066)  -0.102
O (1.507, 1.631, -0.363)  0.092

For the LUMO energy, the calculation gives -1.6 eV. For the max |F|, the calculation gives 0.0748 Eh/bohr. Its HOMO energy is -7.7 eV. The HOMO-LUMO gap is 0.2254 Ha. Its electronic energy is -11414.7277 eV. For the energy above the lowest of the compared OMol25 structures with the same formula, charge and spin, the calculation gives 0.00 kcal/mol.

---

(5)
Here is a molecular structure, C19H17KN8O4S at a distorted geometry from the Open Molecules 2025 dataset. Energies are from ωB97M-V/def2-TZVPD.

Last column: Löwdin charge in e.
Cartesian coordinates (Å):
C (-3.074, -2.352, 1.206)  -0.069
H (-4.562, -3.186, -1.767)  0.134
C (-1.577, -1.869, -0.715)  -0.141
H (0.787, -0.907, -2.729)  0.109
C (4.333, 1.770, -2.286)  -0.089
H (5.001, 2.426, -1.728)  0.118
C (-1.054, -1.497, 2.837)  -0.117
H (4.188, 2.220, -3.269)  0.116
C (4.784, 0.318, -2.320)  -0.089
K (1.834, -1.196, 0.433)  0.717
N (0.408, 1.615, 0.673)  0.122
N (0.956, 2.462, 1.639)  -0.083
H (2.615, 3.223, 4.123)  0.146
C (2.994, 1.702, -1.562)  -0.505
H (-4.200, -2.705, 3.022)  0.109
C (-2.557, -2.324, -1.602)  -0.131
H (-0.743, 4.458, 0.491)  0.083
O (-5.918, -2.641, 1.553)  0.083
N (1.579, 4.293, 2.681)  0.121
C (3.685, -0.407, -1.552)  -0.561
O (-5.892, -4.152, 0.019)  0.092
H (-0.237, -1.132, 3.451)  0.073
C (-4.035, -2.800, 0.228)  -0.077
H (-0.511, 1.967, 0.431)  0.101
H (-3.032, -2.612, -3.688)  0.122
C (-1.092, -1.758, -3.406)  -0.030
H (-2.370, -1.920, 4.489)  0.111
N (-0.398, -1.374, -1.143)  0.073
H (4.839, -0.101, -3.326)  0.118
C (-2.288, -2.263, -2.981)  -0.002
C (-3.802, -2.816, -1.093)  0.065
H (-0.843, -1.689, -4.456)  0.110
C (-1.830, -1.910, 0.726)  -0.137
C (-3.266, -2.368, 2.603)  0.008
N (2.033, 3.164, 3.307)  0.015
H (0.793, 4.376, -0.389)  0.071
N (2.673, 0.434, -1.192)  0.008
H (5.745, 0.128, -1.843)  0.118
H (0.493, 5.691, 0.774)  0.086
C (0.946, 3.835, 1.645)  -0.336
O (2.288, 2.684, -1.339)  -0.005
N (-0.836, -1.497, 1.542)  0.090
H (1.009, 1.706, -0.154)  0.050
C (-0.174, -1.321, -2.438)  -0.102
C (0.331, 4.637, 0.564)  -0.001
O (3.705, -1.611, -1.294)  -0.076
S (2.201, 0.458, 3.087)  0.539
C (-2.256, -1.932, 3.414)  -0.028
C (1.709, 2.020, 2.689)  -0.784
N (-5.383, -3.249, 0.647)  -0.345

For the LUMO energy, the calculation gives -1.0 eV. For the max |F|, the calculation gives 0.0240 Eh/bohr. Its HOMO energy is -8.1 eV. The HOMO-LUMO gap is 0.2626 Ha. Its electronic energy is -67250.1450 eV. For the energy above the lowest of the compared OMol25 structures with the same formula, charge and spin, the calculation gives 0.00 kcal/mol.

---

(6)
Here is a gas-phase ion, C16H25N4O2 (charge +1) at a distorted geometry from the Open Molecules 2025 dataset. Energies are from ωB97M-V/def2-TZVPD.

Last column: Löwdin charge in e.
Cartesian coordinates (Å):
C (-0.192, 0.462, 2.927)  -0.163
O (0.915, 3.570, -0.890)  -0.250
H (-4.826, -0.670, -0.528)  0.155
O (1.312, -4.939, -0.545)  -0.100
H (0.472, 5.258, -2.288)  0.116
C (2.194, -2.650, 0.759)  -0.083
H (1.483, -2.288, 2.936)  0.118
H (0.884, 0.407, 3.441)  0.132
H (1.008, 1.074, 1.031)  0.148
C (2.285, -3.804, -0.415)  -0.140
N (-5.773, 1.390, -0.692)  -0.009
C (-0.022, 1.339, 1.569)  -0.148
H (-5.910, 2.087, -1.471)  0.092
H (0.426, -4.564, -0.890)  0.129
H (1.093, 1.711, -2.076)  0.149
H (-0.869, 1.038, 3.724)  0.133
H (-6.678, 0.876, -0.542)  0.093
C (1.348, 4.525, -1.963)  -0.116
H (3.565, -4.583, -2.380)  0.107
C (3.269, -1.408, 0.810)  -0.039
H (-2.423, 1.728, -2.901)  0.146
H (0.681, -3.809, 2.101)  0.137
H (-4.723, 0.113, -2.240)  0.146
C (4.628, -2.505, -1.462)  -0.055
H (5.498, -2.514, -2.262)  0.086
H (0.088, 2.482, 1.889)  0.160
N (-3.280, 0.846, -0.773)  -0.077
C (0.283, 2.447, -1.660)  -0.160
H (-0.092, -1.307, 0.715)  0.091
C (-2.551, 0.756, 0.578)  0.097
H (2.257, 5.178, -1.600)  0.112
H (-1.911, -1.060, 2.735)  0.102
N (-1.129, 1.253, 0.559)  -0.024
H (3.246, -0.526, 1.605)  0.087
H (5.279, -0.406, -0.271)  0.087
H (-3.086, 0.324, 1.525)  0.157
C (-0.961, 1.734, -0.865)  -0.026
C (4.507, -1.311, -0.307)  -0.067
N (-0.179, -1.851, 1.597)  -0.115
H (-0.200, 2.985, -2.611)  0.128
C (-2.314, 1.472, -1.758)  0.079
C (-0.717, -1.069, 2.760)  -0.250
C (1.035, -2.683, 1.925)  -0.208
H (1.740, 3.942, -2.927)  0.110
H (-0.448, -1.685, 3.746)  0.141
C (-4.717, 0.379, -1.085)  -0.218
C (3.507, -3.745, -1.532)  0.007

For the LUMO energy, the calculation gives -3.6 eV. For the max |F|, the calculation gives 0.1456 Eh/bohr. Its HOMO energy is -10.6 eV. The HOMO-LUMO gap is 0.2555 Ha. Its structure (SMILES) is COCc1cn(CN)c[n+]1CCCNCc1ccccc1O. As for the charge: +1. Its electronic energy is -27029.8642 eV. For the energy above the lowest of the compared OMol25 structures with the same formula, charge and spin, the calculation gives 334.19 kcal/mol.